Molecular formula: CH3O4S
Method: DFT, ωB97M-V/def2-TZVPD

Results
Highest occupied orbital energy = -4.40 eV
Charge = -1
Total energy = -20111.7746 eV
ΔE to the lowest compared entry with this formula, charge and spin = 0.8515 eV
LUMO energy = 4.11 eV

Cartesian coordinates (Å):
C 1.014 0.018 0.234
O -1.036 -0.225 -1.988
O -2.170 -0.157 0.183
O 0.617 -0.660 1.329
O 0.153 1.155 0.001
S -1.439 0.628 -0.865
H 1.179 -0.599 -0.720
H 2.067 0.396 0.572
H -0.385 -0.556 1.254

Molecular formula: C2H3F2IO2
Method: DFT, ωB97M-V/def2-TZVPD

Results
Highest occupied orbital energy = -10.18 eV
Structure (SMILES) = O=C(F)F.C=O.I
Charge = 0
Total energy = -19752.0242 eV
ΔE to the lowest compared entry with this formula, charge and spin = 0.1404 eV
LUMO energy = 0.34 eV

Cartesian coordinates (Å):
C 1.649 0.312 0.620
C -1.574 -0.371 1.465
O 1.029 -0.164 1.521
O -1.553 -0.029 0.354
F -1.802 0.580 2.450
F -1.584 -1.574 1.996
I 0.649 -0.080 -4.013
H 1.183 0.266 -0.460
H 2.775 0.719 0.725
H -0.772 0.340 -4.658

Molecular formula: C6H34O11
Method: DFT, ωB97M-V/def2-TZVPD

Results
Highest occupied orbital energy = -9.79 eV
Structure (SMILES) = CO.CO.CO.CO.CO.CO.O.O.O.O.O
Charge = 0
Total energy = -29293.4557 eV
ΔE to the lowest compared entry with this formula, charge and spin = 4.9300 eV
LUMO energy = -0.27 eV

Cartesian coordinates (Å):
C -10.113 10.471 -14.895
O -9.855 11.820 -14.536
H -9.201 9.886 -14.817
H -10.871 10.047 -14.233
H -10.482 10.382 -15.921
H -10.638 12.344 -14.719
C -9.748 2.785 -14.348
O -8.446 3.204 -14.732
H -10.235 2.185 -15.108
H -9.720 2.263 -13.380
H -10.382 3.655 -14.117
H -8.233 3.920 -14.117
C -9.953 3.227 -18.294
O -8.982 2.283 -18.709
H -10.916 2.716 -18.285
H -9.782 3.590 -17.277
H -10.012 4.059 -19.001
H -8.112 2.642 -18.506
C -7.644 9.436 -19.886
O -8.349 9.634 -18.646
H -6.688 9.954 -19.825
H -7.485 8.368 -20.017
H -8.241 9.770 -20.736
H -8.403 10.583 -18.502
C -4.439 8.264 -17.886
O -3.812 7.258 -18.675
H -3.721 8.682 -17.171
H -4.790 9.122 -18.469
H -5.280 7.803 -17.376
H -3.072 7.652 -19.144
C -8.298 6.549 -16.755
O -9.188 7.677 -16.816
H -8.884 5.681 -16.457
H -7.834 6.347 -17.721
H -7.505 6.715 -16.019
H -8.673 8.377 -17.252
O -5.023 5.633 -15.001
H -4.755 6.540 -14.813
H -4.786 5.131 -14.212
O -11.044 6.935 -14.823
H -10.164 6.913 -15.221
H -11.550 6.254 -15.275
O -11.294 8.301 -18.583
H -10.535 7.962 -18.075
H -10.897 8.851 -19.263
O -7.136 5.069 -13.155
H -6.787 5.638 -12.464
H -6.620 5.250 -13.956
O -5.357 5.022 -17.802
H -4.951 5.773 -18.258
H -5.238 5.220 -16.862

Molecular formula: C3H5N5O
Method: DFT, ωB97M-V/def2-TZVPD

Results
Highest occupied orbital energy = -8.28 eV
Charge = 0
Total energy = -12683.9482 eV
ΔE to the lowest compared entry with this formula, charge and spin = 5.3466 eV
LUMO energy = 0.62 eV

Cartesian coordinates (Å):
C 2.308 -0.281 0.046
C -0.345 -0.086 0.059
C 2.327 1.136 -0.089
N 3.420 -2.376 0.100
N 2.878 -1.308 0.000
N -0.163 1.281 0.027
N 1.152 1.851 -0.043
N -1.578 -0.443 -0.228
O 3.370 1.740 -0.067
H 2.985 -3.326 0.042
H -0.725 1.924 -0.381
H 1.008 2.785 -0.152
H -2.051 -1.383 -0.044
H -2.308 0.268 -0.358

Molecular formula: C41H71NO11
Method: DFT, ωB97M-V/def2-TZVPD

Results
Highest occupied orbital energy = -7.93 eV
Structure (SMILES) = [H]/N=C(/C)CC1=C(CCC(C)C)C(=O)C(CCCCCCCCOC)=C(C=C)C1=O.CCOC(C)=O.CCOC(C)=O.CCOC(C)=O.CCOC(C)=O
Charge = 0
Total energy = -67670.8225 eV
ΔE to the lowest compared entry with this formula, charge and spin = 6.5285 eV
LUMO energy = -1.11 eV

Cartesian coordinates (Å):
C 5.383 -1.922 0.632
C 4.531 -2.061 -0.543
C 3.385 -0.990 -0.693
C 2.020 -1.203 -0.349
C 1.489 -2.593 0.192
C 1.880 -2.920 1.713
C 2.983 -4.100 1.786
C 2.356 -5.535 2.144
C 3.541 -6.397 2.815
C 3.868 -5.865 4.298
C 3.007 -6.755 5.326
C 3.704 -6.576 6.777
O 4.997 -7.229 6.673
C 6.055 -6.350 7.115
C 1.089 0.086 -0.561
O -0.077 0.023 -0.989
C 1.792 1.478 -0.183
C 0.946 2.598 0.601
C 0.796 2.038 2.114
C 1.244 3.073 3.239
C 1.183 2.266 4.650
C 2.744 3.603 3.106
C 3.150 1.690 -0.549
C 3.957 3.025 -0.285
C 4.115 3.946 -1.604
C 3.191 5.228 -1.853
N 5.028 3.708 -2.507
C 3.836 0.437 -1.279
O 4.670 0.551 -2.190
H 5.017 -2.254 1.668
H 6.406 -1.431 0.607
H 4.751 -2.914 -1.253
H 0.341 -2.582 0.151
H 1.798 -3.454 -0.502
H 0.937 -3.357 2.204
H 2.153 -2.006 2.329
H 3.469 -4.224 0.753
H 3.750 -3.753 2.566
H 1.415 -5.486 2.777
H 2.107 -6.074 1.159
H 3.266 -7.509 2.860
H 4.480 -6.343 2.157
H 3.475 -4.791 4.419
H 4.976 -5.825 4.534
H 1.946 -6.328 5.309
H 3.065 -7.846 5.025
H 3.069 -7.175 7.503
H 3.781 -5.486 7.090
H 6.105 -6.418 8.256
H 5.940 -5.271 6.778
H 7.038 -6.752 6.693
H 1.430 3.619 0.540
H -0.122 2.663 0.182
H 1.482 1.119 2.228
H -0.258 1.656 2.335
H 0.542 3.963 3.336
H 1.219 2.998 5.516
H 2.146 1.638 4.728
H 0.309 1.533 4.676
H 3.184 3.735 4.143
H 3.412 2.836 2.570
H 2.834 4.620 2.580
H 3.515 3.695 0.511
H 5.023 2.719 0.006
H 3.777 5.897 -2.580
H 2.204 4.987 -2.355
H 3.045 5.862 -0.915
H 5.576 2.879 -2.232
O -5.555 2.570 -2.722
C -5.013 1.492 -2.813
O -3.725 1.352 -2.460
C -3.051 0.089 -2.338
C -2.492 -0.363 -3.669
C -5.734 0.316 -3.412
H -3.703 -0.661 -1.880
H -2.226 0.248 -1.641
H -3.282 -0.524 -4.406
H -1.931 -1.292 -3.557
H -1.827 0.400 -4.081
H -5.630 0.345 -4.497
H -6.792 0.390 -3.151
H -5.395 -0.646 -3.034
O -9.452 2.766 -7.925
C -8.984 3.458 -7.052
O -8.851 2.974 -5.804
C -8.129 3.634 -4.753
C -9.012 4.626 -4.026
C -8.636 4.897 -7.314
H -7.212 4.090 -5.133
H -7.819 2.852 -4.058
H -9.356 5.422 -4.690
H -8.475 5.080 -3.191
H -9.906 4.129 -3.639
H -9.527 5.512 -7.184
H -8.288 4.984 -8.345
H -7.830 5.274 -6.688
O 0.561 -1.055 -4.971
C 0.842 -0.049 -5.577
O 0.984 -0.082 -6.914
C 1.116 1.082 -7.741
C 2.561 1.526 -7.831
C 1.138 1.232 -4.845
H 0.453 1.881 -7.402
H 0.766 0.791 -8.734
H 2.956 1.814 -6.855
H 2.662 2.376 -8.510
H 3.189 0.709 -8.197
H 2.187 1.241 -4.544
H 0.509 1.272 -3.953
H 0.909 2.128 -5.419
O -1.574 1.357 3.999
C -2.488 0.755 4.514
O -2.951 1.133 5.717
C -4.149 0.623 6.319
C -3.872 -0.654 7.085
C -3.055 -0.480 3.871
H -4.941 0.502 5.576
H -4.492 1.392 7.014
H -3.514 -1.449 6.428
H -4.775 -1.004 7.590
H -3.093 -0.489 7.834
H -2.456 -1.344 4.162
H -3.005 -0.358 2.787
H -4.102 -0.657 4.109

Molecular formula: C4H8N2O2
Method: DFT, ωB97M-V/def2-TZVPD

Results
Highest occupied orbital energy = -8.85 eV
Structure (SMILES) = C[C@@H]1CNC(=O)N1O
Charge = 0
Total energy = -11351.0797 eV
ΔE to the lowest compared entry with this formula, charge and spin = 3.0331 eV
LUMO energy = 0.82 eV

Cartesian coordinates (Å):
C 1.704 -0.348 0.169
C -0.417 -1.214 -0.400
C -0.575 0.326 -0.390
C -1.709 0.856 0.504
N 0.980 -1.486 0.015
N 0.639 0.710 0.241
O 2.872 -0.225 0.212
O 1.186 1.959 -0.100
H -1.005 -1.636 0.510
H -0.678 -1.847 -1.258
H -0.643 0.761 -1.383
H -1.377 1.853 0.924
H -1.648 0.193 1.349
H -2.760 0.679 0.168
H 1.368 -2.387 -0.249
H 2.063 1.806 -0.311

Molecular formula: C5H15NO
Method: DFT, ωB97M-V/def2-TZVPD

Results
Highest occupied orbital energy (alpha / beta) = -6.03 / -6.03 eV
Charge = 0
Total energy = -8960.7003 eV
ΔE to the lowest compared entry with this formula, charge and spin = 5.6583 eV
LUMO energy (alpha / beta) = 0.10 / 0.10 eV

Cartesian coordinates (Å):
C 1.265 -0.600 0.493
C 0.473 0.059 -2.309
C 2.301 -1.484 -0.102
O 0.723 0.596 -1.022
H 1.565 0.205 1.147
H 0.326 -1.055 0.775
H 1.413 -0.283 -2.749
H 0.047 0.815 -2.976
H -0.220 -0.790 -2.251
H 3.161 -0.920 -0.465
H 1.899 -2.088 -0.919
H 2.667 -2.189 0.657
C -1.189 1.054 0.848
C -2.498 0.469 0.356
N -1.032 0.877 2.264
H -0.655 -0.031 2.527
H -0.468 1.592 2.708
H -1.082 2.118 0.621
H -0.201 0.795 -0.347
H -2.594 0.572 -0.728
H -2.554 -0.609 0.561
H -3.347 0.896 0.911

Molecular formula: CCl4
Method: DFT, ωB97M-V/def2-TZVPD

Results
Highest occupied orbital energy = -11.25 eV
Structure (SMILES) = ClC(Cl)(Cl)Cl
Charge = 0
Total energy = -51126.2086 eV
ΔE to the lowest compared entry with this formula, charge and spin = 0.1037 eV
LUMO energy = 0.34 eV

Cartesian coordinates (Å):
C -0.059 0.004 -0.021
Cl 0.801 1.176 1.004
Cl 1.181 -0.883 -0.946
Cl -0.851 -1.095 1.113
Cl -1.072 0.798 -1.150

Molecular formula: C7H8O
Method: DFT, ωB97M-V/def2-TZVPD

Results
Highest occupied orbital energy = -8.02 eV
Structure (SMILES) = C=Cc1ccoc1C
Charge = 0
Total energy = -9434.4815 eV
ΔE to the lowest compared entry with this formula, charge and spin = 1.7608 eV
LUMO energy = 1.05 eV

Cartesian coordinates (Å):
C 1.615 1.700 0.079
C 1.071 0.367 -0.121
C 1.256 -1.844 -0.069
C -0.064 -1.626 0.090
C -0.188 -0.208 -0.106
C -1.448 0.492 -0.130
C -2.685 -0.052 0.005
H 1.204 2.280 -0.774
H 1.344 2.055 1.034
H 2.741 1.664 0.030
H 1.867 -2.727 -0.165
H -0.844 -2.335 0.229
H -1.466 1.591 -0.131
H -3.596 0.440 -0.138
H -2.792 -1.124 0.230
O 1.985 -0.671 -0.064

Molecular formula: C14H25FO5P
Method: DFT, ωB97M-V/def2-TZVPD

Results
Highest occupied orbital energy = -3.32 eV
Charge = -1
Total energy = -37163.8722 eV
LUMO energy = -0.18 eV

Cartesian coordinates (Å):
C -0.943 -1.446 -1.092
O -0.923 -0.046 -1.211
C -1.344 0.643 -0.042
C -1.268 2.135 -0.248
C -1.830 2.899 0.973
C -0.910 3.955 1.593
P -0.471 3.719 3.469
C 0.008 3.547 5.325
C 0.916 2.470 2.877
C 2.172 3.106 2.301
F 1.316 1.564 3.896
H -1.214 -1.761 -0.079
H -1.667 -1.870 -1.789
H 0.054 -1.840 -1.304
H -0.708 0.363 0.806
H -2.376 0.359 0.204
H -0.229 2.427 -0.416
H -1.811 2.391 -1.161
H -2.777 3.356 0.676
H -2.098 2.165 1.744
H -1.388 4.938 1.554
H 0.007 4.043 1.003
H 0.454 4.873 3.345
H -1.570 4.647 3.834
H -1.397 2.567 3.578
H -0.556 4.307 5.875
H -0.265 2.566 5.720
H 1.073 3.716 5.493
H 0.448 1.829 2.125
H 2.230 2.975 1.219
H 2.217 4.173 2.525
H 3.047 2.620 2.738
C 1.295 -6.144 -3.050
C 0.139 -5.508 -2.810
C -0.393 -4.431 -3.725
O -1.461 -3.935 -3.423
C 0.390 -4.055 -4.887
C 1.547 -4.688 -5.121
C 2.066 -5.782 -4.220
O 3.122 -6.300 -4.539
O 2.337 -4.428 -6.152
O -0.638 -5.758 -1.771
H 1.682 -6.917 -2.401
H 0.012 -3.269 -5.525
H 3.098 -5.035 -6.065
H -1.395 -5.143 -1.842

Molecular formula: C18H18N3O3S
Method: DFT, ωB97M-V/def2-TZVPD

Results
Highest occupied orbital energy = -4.37 eV
Structure (SMILES) = Cc1ccc([S@@](=O)([O-])=Nc2c(C)n(C)n(-c3ccccc3)c2=O)cc1
Charge = -1
Total energy = -40407.1235 eV
LUMO energy = 2.89 eV

Cartesian coordinates (Å):
C -1.995 3.484 -3.213
C -0.755 2.831 -2.671
C 0.248 3.595 -2.085
C 1.368 2.992 -1.542
C 1.504 1.618 -1.599
C 0.515 0.847 -2.179
C -0.608 1.450 -2.715
H -1.386 0.845 -3.164
H 0.649 -0.224 -2.202
S 2.800 0.792 -0.650
O 3.007 -0.502 -1.300
O 3.952 1.672 -0.621
N 2.116 0.737 0.768
C 1.175 -0.229 0.925
C 1.355 -1.572 1.060
N 0.126 -2.247 1.245
N -0.852 -1.240 1.128
C -2.153 -1.498 1.521
C -2.447 -2.570 2.368
C -3.753 -2.832 2.731
C -4.785 -2.030 2.272
C -4.495 -0.953 1.449
C -3.196 -0.688 1.064
H -2.964 0.152 0.431
H -5.294 -0.318 1.093
H -5.806 -2.239 2.559
H -3.967 -3.666 3.386
H -1.640 -3.176 2.752
C -0.265 0.027 0.987
O -0.912 1.059 0.950
C -0.101 -3.362 0.336
H 0.622 -4.140 0.570
H -1.108 -3.752 0.484
H 0.018 -3.067 -0.713
C 2.634 -2.326 1.061
H 2.804 -2.819 0.103
H 3.436 -1.606 1.202
H 2.650 -3.070 1.860
H 2.149 3.562 -1.065
H 0.139 4.671 -2.043
H -2.418 2.902 -4.030
H -2.747 3.560 -2.427
H -1.780 4.490 -3.572

Molecular formula: C5H9P
Method: DFT, ωB97M-V/def2-TZVPD

Results
Highest occupied orbital energy = -8.62 eV
Structure (SMILES) = C=C/C=C\PC
Charge = 0
Total energy = -14617.2058 eV
ΔE to the lowest compared entry with this formula, charge and spin = 1.1138 eV
LUMO energy = 0.71 eV

Cartesian coordinates (Å):
C 1.676 0.668 0.266
C 0.833 -0.503 0.789
C 2.882 1.130 0.720
C -0.357 -0.864 0.269
C -2.262 0.902 1.110
P -1.383 0.405 -0.559
H 1.053 1.071 -0.555
H 1.163 -1.203 1.458
H 3.356 0.705 1.534
H 3.396 1.970 0.157
H -0.854 -1.822 0.475
H -2.647 0.038 1.701
H -3.147 1.516 0.881
H -1.499 1.530 1.663
H -2.428 -0.367 -0.872